Molecular formula: C12H28BF3N2NbO5S
Method: DFT, the ωB97M-V functional and the def2-TZVPD basis

Summary:
charge	-1
gap between HOMO and LUMO	6.67	eV

Last column: Mulliken charge in e.
Element x y z (Å)
H1 3.2607 -6.8237 1.6265  0.26
H2 1.4463 4.8966 1.1260  0.24
H3 1.1516 1.5228 -2.2082  -0.14
F1 1.0215 0.3493 4.4009  -0.27
F2 0.4081 2.4738 4.6435  -0.27
C1 -3.6540 0.5848 -0.7124  -0.43
H4 -0.1806 -1.0226 0.4332  0.41
H5 1.8252 4.0820 -2.0860  0.27
H6 -6.3423 0.8241 -0.0991  0.25
H7 -3.0238 2.3518 0.3589  0.34
H8 -0.9241 -1.2287 -1.9467  0.18
H9 -6.0609 -0.5916 -0.9179  0.26
B1 0.8745 3.8829 -0.4499  0.40
C2 1.5484 1.8200 2.6312  -0.88
C3 1.0755 -1.2921 -2.8729  -0.93
C4 -1.4681 1.8171 -1.0713  -0.94
C5 1.3282 1.6396 4.1316  0.86
O1 3.6025 -0.2971 -1.9712  -0.37
Nb1 0.6809 1.5213 -0.4233  -0.96
N1 2.6618 -4.2639 -0.1251  -0.17
H10 1.5612 -1.1475 -0.0242  0.61
C6 0.1145 -1.4774 -1.6657  -0.11
H11 1.8753 -7.2397 0.5993  0.26
H12 2.4702 1.4723 -0.0257  0.07
H13 0.8010 -2.0754 -3.6012  0.39
H14 2.0461 2.7717 2.3900  0.30
H15 0.1061 -2.5730 -1.4762  0.31
H16 -4.2430 -1.1199 0.5288  0.35
C7 2.5062 -5.2359 0.4720  0.40
H17 -3.1079 -0.2533 -1.1824  0.12
H18 -0.4710 2.5192 1.9787  0.55
O2 2.9351 -3.0397 -1.2799  -0.42
S1 2.8179 -1.6736 -2.4560  0.91
F3 2.4912 1.8886 4.8141  -0.30
C8 -2.5371 1.4294 0.0048  -0.11
N2 -5.9855 -0.1214 -0.0240  -0.70
H19 -4.2271 1.1767 -1.4377  0.29
O3 3.4237 -2.0943 -3.7318  -0.69
H20 1.6312 -6.2839 2.0736  0.26
H21 -2.1626 0.7816 0.8104  0.08
H22 -4.4906 0.4385 1.3530  0.37
H23 3.1916 0.4383 -2.4653  0.31
C9 2.3059 -6.4715 1.2399  -0.92
O4 0.6064 4.6511 0.7203  -0.50
C10 0.2393 1.6943 1.8023  -0.83
C11 0.5690 -0.7762 -0.3475  -1.12
H24 -0.2867 0.7642 2.1073  0.57
H25 -1.6342 1.1939 -1.9753  0.56
H26 2.2403 1.0239 2.3163  0.28
H27 -1.6210 2.8610 -1.4065  0.42
H28 0.9532 -0.3265 -3.3822  0.37
C12 -4.5663 -0.0765 0.3843  -0.67
O5 1.2164 4.6348 -1.5810  -0.52


Molecular formula: C41H59BrCl19F2O2PS
Method: DFT, the ωB97M-V functional and the def2-TZVPD basis

Summary:
gap between HOMO and LUMO	8.02	eV
SMILES string	CC[C@H](F)c1c(CC(C)C)cc2c(c1CCF)C(=O)c1c(cc(Cl)c(Br)c1[PH2]=S)C2=O.ClCCCl.ClCCCl.ClCCCl.ClCCCl.ClCCCl.ClCCCl.ClCCCl.ClCCCl.ClCCCl

Last column: Mulliken charge in e.
Element x y z (Å)
C1 3.7903 9.5700 -6.0860  -0.44
C2 -5.9085 1.5541 3.9490  -0.64
C3 8.7905 0.4884 -4.9433  -0.45
H1 2.7857 0.6991 -8.8498  0.26
H2 2.4892 -0.1004 -10.3984  0.34
H3 3.4285 7.0365 -2.8303  0.10
H4 -6.1715 -6.1391 0.6253  0.31
C4 1.4943 -1.0226 -8.7505  -0.60
H5 0.3393 -2.3241 2.7052  -0.01
H6 -11.6258 -0.5935 5.7947  0.31
C5 -5.1895 -6.5009 0.9266  -0.64
S1 0.3864 2.9056 -2.1992  -0.44
C6 0.0612 -1.4359 3.2650  -0.71
C7 0.4373 -6.6725 1.3153  -1.53
C8 2.0351 0.1945 -9.4540  -0.37
H7 8.5270 1.1356 -4.1083  0.30
C9 0.1715 -0.9207 -3.4021  0.60
C10 0.2261 -3.3173 -2.8674  -0.53
Cl1 4.1871 -1.0675 -5.3667  -0.13
H8 -2.3714 0.3318 0.7760  0.15
P1 -0.1609 1.8896 -3.7716  0.14
H9 -4.2435 0.6117 -1.2011  0.37
C11 -1.1487 -0.9503 -2.6670  -0.61
C12 -0.9761 -3.5140 0.7064  1.09
Cl2 -10.3389 1.2641 3.9950  -0.20
H10 1.6782 5.6155 -1.6912  0.14
Cl3 0.9274 -0.6371 -7.1042  0.04
H11 2.2824 -1.7672 -8.6470  0.26
Cl4 5.2354 3.2621 6.8089  -0.14
C13 -0.4396 -3.0131 -1.5704  0.12
C14 6.0172 3.0149 8.3916  -0.48
H12 0.7991 -0.6788 2.9980  0.09
C15 -0.8403 -4.5041 1.8575  -0.99
C16 5.9206 1.5812 8.8441  -0.49
C17 -1.6474 -2.2931 0.8516  0.34
H13 -0.9273 -4.0059 2.8134  0.44
O1 0.2823 -4.4182 -3.3551  -0.56
H14 0.1500 -4.8074 -0.6144  0.49
H15 -3.1507 -1.2332 1.8885  -0.12
H16 0.4061 -6.0265 3.9319  0.33
C18 -6.8216 0.4237 3.5570  -0.11
H17 -10.5077 -0.8441 2.9543  0.32
H18 -11.7195 -2.0575 4.8098  0.30
H19 -1.8161 -0.5822 3.8569  0.42
H20 -4.5700 -0.0888 0.3683  -0.31
Cl5 -4.1608 -5.0720 1.1820  -0.02
Cl6 0.7967 1.4415 5.4131  -0.16
C19 -1.1349 -1.8099 -1.4465  0.96
H21 2.0884 3.3606 5.7983  0.35
F1 -2.7376 -2.8553 2.9419  -0.39
C20 -3.9758 -0.2124 -0.5383  0.08
H22 4.0439 9.4336 -7.1361  0.33
Cl7 4.1150 11.1051 -3.8485  -0.16
H23 -0.5061 -7.1193 1.6288  0.22
H24 5.5520 3.6909 9.1042  0.32
H25 -6.9104 -0.3153 4.3490  0.29
C21 0.5278 -5.2439 1.8822  0.67
H26 -7.8130 0.8165 3.3402  0.06
H27 2.1694 2.8802 3.3161  0.37
H28 3.7521 3.1745 4.0433  0.33
C22 2.9638 7.3361 -1.8945  -0.21
H29 7.0628 3.2967 8.2789  0.31
H30 9.0352 1.1107 -5.8003  0.33
O2 -2.1150 -0.3506 -3.0719  -0.56
H31 6.7341 0.1467 -5.4030  0.11
Cl8 -9.5329 -1.6497 5.5511  -0.17
C23 2.3197 2.3711 5.4074  -0.40
H32 0.6677 -1.4689 -9.2977  0.35
H33 -6.0458 -8.1230 2.0215  0.34
H34 0.5399 -6.7215 0.2323  0.38
H35 7.4640 -1.1329 -4.4301  0.34
C24 2.0991 -2.1726 -4.1232  -0.91
H36 -6.3557 2.1139 4.7688  0.40
C25 1.0227 -5.3557 3.3361  -1.83
Cl9 -3.7748 -8.1247 2.6083  -0.18
H37 3.3050 5.4106 -1.0386  0.32
H38 6.2849 0.8987 8.0805  0.32
Cl10 -6.2637 -0.4196 2.0838  -0.19
Br1 2.7480 1.7881 -5.2192  -0.14
H39 2.0585 -5.6979 3.3004  0.52
Cl11 0.7548 1.3744 -9.8359  -0.19
C26 -1.3427 -0.8912 2.9270  -0.38
H40 -5.6287 -6.7288 3.0245  0.30
Cl12 3.4956 0.9328 3.4015  -0.20
H41 5.6721 10.4305 -5.4813  0.31
H42 0.1004 2.5307 -4.9916  0.13
Cl13 1.8958 6.5027 0.4847  -0.22
H43 4.4923 11.5853 -6.1117  0.30
H44 -5.7376 2.2339 3.1178  0.32
H45 3.0103 1.8859 6.0888  0.18
C27 -5.3136 -7.3321 2.1770  -0.39
Cl14 4.1011 8.0163 -5.2703  -0.18
C28 1.9359 0.2131 -4.5364  -0.82
Cl15 -4.3222 0.9762 4.5168  -0.16
H46 6.5134 1.4418 9.7467  0.34
C29 0.6824 0.2767 -3.9115  0.23
C30 2.4827 6.1145 -1.1562  -0.27
H47 1.2318 -7.2735 1.7611  0.43
C31 -2.4697 -0.0922 -0.2191  -1.59
H48 -1.1939 0.0298 2.3682  0.19
C32 7.6399 -0.4359 -5.2455  -0.26
H49 1.0613 -4.3707 3.8035  0.38
H50 -1.6260 -5.2567 1.7998  0.18
Cl16 4.2459 1.1184 9.2395  -0.18
C33 -11.1490 -1.1480 4.9906  -0.40
C34 -0.3780 -3.8741 -0.4977  -0.41
H51 1.2880 -4.6564 1.3641  0.43
C35 -11.0819 -0.3346 3.7243  -0.47
H52 -2.0181 0.6125 -0.9075  0.46
C36 -1.7514 -1.4247 -0.2596  0.74
C37 2.9007 2.4957 4.0229  -0.48
C38 4.6165 10.6891 -5.5059  -0.46
H53 -12.0870 -0.1570 3.3459  0.34
H54 2.7262 9.7786 -6.0109  0.30
H55 2.6475 -3.0995 -4.1980  0.57
Cl17 7.9082 -1.3857 -6.7311  -0.18
H56 3.6916 7.8954 -1.3116  0.31
H57 -4.7685 -7.0769 0.1061  0.31
C39 0.8667 -2.1184 -3.5028  0.64
F2 -4.2951 -1.3947 -1.1678  -0.31
H58 0.2068 -1.6142 4.3280  0.31
C40 -2.2694 -1.8208 2.1526  0.25
Cl18 10.2617 -0.3989 -4.4697  -0.19
C41 2.6181 -0.9959 -4.6268  0.76
H59 -1.5442 1.7105 -3.7646  0.11
Cl19 1.6321 8.4434 -2.3104  -0.19


Molecular formula: C25H29Cl2N7O3SV
Method: DFT, the ωB97M-V functional and the def2-TZVPD basis

Summary:
charge	-1
energy relative to the best compared isomer or geometry (same formula, charge and spin)	1.023	eV
gap between HOMO and LUMO (alpha / beta)	5.23 / 8.05	eV
multiplicity	3

Last column: natural (NBO) charge in e.
Element x y z (Å)
H1 -3.6747 0.6300 -2.8410  0.20
H2 -2.6267 2.7179 -2.5470  0.19
H3 -0.5131 4.3864 1.9035  0.21
C1 0.0533 -0.9772 -4.1997  -0.89
C2 -2.0470 1.1833 4.1573  -0.17
C3 3.9579 1.5997 -1.4870  -0.24
C4 0.0780 2.3773 1.3394  0.19
N1 2.8055 -0.0290 -0.1583  -0.46
N2 -0.3548 0.2088 2.1661  -0.52
C5 -0.7612 -0.5892 3.1614  0.28
C6 -1.5493 2.0446 3.2161  -0.26
H4 -0.9172 -2.6962 2.7267  0.24
H5 -2.7441 1.5321 4.9103  0.20
H6 3.0393 -2.3077 0.9700  0.23
C7 1.1991 4.3697 0.6278  -0.20
O1 1.4865 -2.0930 -2.3819  -0.99
H7 -1.8300 3.0908 3.2121  0.21
C8 0.1877 3.7829 1.3404  -0.24
H8 1.3018 5.4477 0.6198  0.20
H9 0.7264 -2.0524 2.6786  0.23
H10 -3.9296 -0.4723 -1.4718  0.20
C9 -2.4872 1.1156 -1.0780  0.06
N3 -0.1159 -1.9994 -0.0251  -0.65
C10 4.7042 -0.6610 -1.4556  -0.24
C11 2.1683 3.5685 -0.0347  -0.30
Cl1 -3.2165 -4.5716 1.5781  -0.04
N4 0.8909 1.6537 0.4961  -0.56
H11 -1.0760 1.8264 -2.5526  0.23
C12 -1.6008 -0.1476 4.1708  -0.33
H12 -0.7721 -1.5571 -3.7877  0.23
H13 -2.9894 2.4018 0.5841  0.21
C13 1.3198 -4.8979 1.2889  0.45
O2 0.6439 0.1910 -1.9763  -1.00
C14 3.6758 -0.9564 -0.5646  0.28
C15 -0.6628 1.5602 2.2369  0.13
C16 -3.1836 0.1111 -2.0142  -0.60
N5 -1.4155 0.4592 -0.3674  -0.50
C17 3.5163 -2.3407 -0.0082  -0.66
C18 -3.8752 -3.1780 0.6977  -0.39
H14 -3.9838 0.9432 0.4840  0.21
C19 4.8448 0.6278 -1.9203  -0.13
H15 -1.9059 -0.8294 4.9530  0.21
H16 -4.9086 -3.0573 0.9933  0.21
H17 0.5307 -1.5099 -5.0201  0.23
C20 2.9423 1.2305 -0.6286  0.20
V1 0.0583 -0.0818 0.0159  1.25
O3 2.4328 -0.2001 -3.5963  -1.00
H18 5.3686 -1.4481 -1.7888  0.21
N6 0.4487 -4.3003 0.5128  -0.69
H19 4.0261 2.6174 -1.8459  0.21
H20 4.4776 -2.8471 0.0721  0.21
H21 -3.7716 -3.3753 -0.3608  0.22
H22 -0.2779 0.0101 -4.5220  0.23
H23 -0.0820 -2.3069 4.2315  0.22
C21 0.2310 -3.0815 0.2568  0.68
H24 -1.4120 2.9911 -1.2714  0.21
H25 -4.2571 2.2771 -0.6626  0.20
H26 -2.4352 -0.5710 -2.4172  0.22
C22 -0.2274 -1.9939 3.1982  -0.65
H27 3.0498 4.0188 -0.4671  0.21
C23 1.9657 2.2154 -0.0770  0.21
N7 2.0522 -5.5125 1.9488  -0.50
C24 -3.4969 1.7229 -0.1044  -0.60
Cl2 -3.0047 -1.6974 1.0571  0.02
C25 -1.8651 2.2398 -1.9246  -0.61
H28 5.6258 0.8770 -2.6283  0.21
S1 1.2826 -0.7745 -2.9341  2.43
H29 2.8794 -2.9160 -0.6848  0.27


Molecular formula: C3H5BrO2
Method: DFT, the ωB97M-V functional and the def2-TZVPD basis

Summary:
energy relative to the best compared isomer or geometry (same formula, charge and spin)	3.175	eV
gap between HOMO and LUMO	6.38	eV

Last column: natural (NBO) charge in e.
Element x y z (Å)
C1 -0.5726 0.8299 -0.0695  0.84
C2 1.3850 -0.8312 0.1934  -0.67
H1 2.1299 -0.3261 -0.4168  0.24
H2 -0.6978 -1.2812 -0.4537  0.28
H3 -0.8933 2.6826 0.2517  0.53
O1 -0.1169 0.6009 -1.2831  -0.38
H4 1.5260 -0.5369 1.2319  0.24
O2 -0.7036 1.8496 0.7087  -0.56
Br1 -3.5938 -0.6104 -0.0057  -0.83
H5 1.5369 -1.9058 0.1172  0.25
C3 0.0002 -0.4714 -0.2741  0.04


Molecular formula: C5H14NO2
Method: DFT, the ωB97M-V functional and the def2-TZVPD basis

Summary:
charge	-1
energy relative to the best compared isomer or geometry (same formula, charge and spin)	2.395	eV
gap between HOMO and LUMO	5.66	eV

Last column: natural (NBO) charge in e.
Element x y z (Å)
C1 2.4121 0.1920 -0.3911  -0.44
H1 1.3489 1.0938 2.1085  0.08
H2 -0.9380 0.6534 -1.6501  0.18
H3 -0.3671 0.5545 2.4895  0.06
C2 0.0216 0.2047 0.4212  -0.09
H4 2.1611 1.1978 -0.6822  0.21
H5 2.7628 -0.2602 -1.3369  0.16
O1 -4.3964 -1.2391 0.1785  -0.93
H6 0.7052 -0.9835 -2.0911  0.16
O2 -0.0266 2.4256 1.6071  -0.95
H7 -1.2844 1.7275 -0.1692  0.26
H8 -4.6701 -1.8166 0.8981  0.46
H9 0.1906 1.7063 -1.1091  0.19
H10 -0.0700 -2.0051 -0.8457  0.19
H11 1.6234 -2.2214 -1.1085  0.18
C3 -0.5928 1.0596 -0.6914  -0.68
N1 1.2106 -0.5927 0.0277  -0.45
H12 -3.7446 -0.7082 0.6301  0.48
H13 3.2148 -0.0955 0.2855  0.20
C4 0.8429 -1.4723 -1.1118  -0.42
H14 -0.6645 -0.5691 0.7589  0.15
C5 0.2604 1.1482 1.7821  0.01


Molecular formula: C37H92N5O5
Method: DFT, the ωB97M-V functional and the def2-TZVPD basis

Summary:
charge	+3
gap between HOMO and LUMO	4.68	eV

Last column: Mulliken charge in e.
Element x y z (Å)
H1 3.2530 5.9275 0.7516  0.25
C1 10.0145 8.1592 5.7750  -0.68
C2 2.7400 7.7664 1.6650  1.27
H2 -1.9521 9.9724 2.7293  0.38
H3 -2.2579 10.4423 4.2417  0.41
H4 4.1014 9.9937 4.9963  -0.80
H5 2.9684 12.0301 6.2079  0.11
H6 3.0201 8.6474 -0.3543  0.42
H7 -0.7276 10.3702 5.8718  0.36
H8 10.3542 8.8343 4.9894  0.51
H9 3.4684 10.1690 8.6452  0.63
H10 1.1810 5.1768 3.5996  0.48
C3 7.6821 9.1634 5.5002  0.88
H11 4.9303 8.9950 7.2970  -0.78
H12 7.6821 6.4273 8.3264  0.73
H13 6.7043 8.7228 5.2628  -0.37
C4 8.5049 7.3965 3.9907  -1.11
H14 7.7480 9.9500 3.5084  0.26
H15 1.6465 5.8130 10.4733  0.40
N1 6.2941 11.3301 10.2258  0.15
H16 2.0796 8.1424 2.4466  -0.87
C5 9.4322 7.8119 8.2329  -1.15
N2 3.1397 6.1475 9.0322  0.30
H17 0.9857 9.9496 5.6278  0.12
H18 6.3960 10.4399 12.1769  0.41
H19 2.8216 2.9682 4.0570  0.27
H20 11.2065 8.7963 7.4677  0.53
C6 4.5076 5.8755 3.0476  -0.43
C7 4.6026 12.5045 4.9284  3.56
H21 6.4729 12.4901 6.0149  0.68
H22 1.2285 6.0136 8.1546  0.54
H23 0.4184 10.7492 1.8869  0.47
H24 1.9083 9.4868 0.6726  0.37
C8 7.3595 10.3442 9.7664  -0.83
H25 8.8946 8.1992 3.3717  0.55
C9 -1.5056 10.6358 3.4734  -0.91
O1 4.5360 3.5013 9.1814  -0.56
C10 10.1564 8.7094 7.1924  -0.54
H26 9.3707 8.3661 9.1672  0.42
C11 2.1296 5.6229 3.8907  -0.50
H27 0.9103 8.4453 4.1976  -1.10
C12 7.9772 6.8402 6.2450  0.01
H28 2.1661 6.6823 4.1226  -0.35
O2 5.2652 9.3068 8.1936  1.51
H29 4.5678 6.8891 3.4400  0.00
C13 2.5795 6.2850 1.5301  -0.86
H30 -0.8451 6.8732 4.9484  0.31
C14 4.8517 10.8807 10.0481  -1.37
O3 4.9016 13.1195 3.7637  -0.98
H31 3.6556 2.0093 2.8652  0.51
O4 4.3541 8.1118 5.7649  -0.43
H32 5.9156 13.3749 10.1887  0.44
H33 9.1972 6.5575 3.9377  0.44
H34 3.7582 8.1171 1.8127  0.32
C15 3.1166 12.5495 5.2445  -1.44
H35 5.6414 14.0255 5.9692  0.34
H36 2.5686 12.0275 4.4656  -0.12
H37 7.6423 9.4544 6.5445  -0.27
H38 2.8880 13.6024 5.4316  0.49
H39 3.3425 5.5167 10.9965  0.37
H40 1.3592 8.0028 -0.0394  0.37
C16 -0.0906 8.6064 3.7926  1.13
H41 5.7028 3.2626 3.0883  0.41
H42 7.4363 12.3912 4.5545  0.56
H43 2.6029 9.3438 5.6097  -0.95
H44 9.8995 6.8546 8.4872  0.46
C17 5.4781 12.9471 6.0788  -1.68
C18 4.9320 3.4491 3.8405  -0.92
H45 1.0184 11.7468 3.2029  0.74
C19 4.5966 5.8646 8.7079  0.53
C20 2.2394 8.4886 0.3850  -1.61
C21 8.0807 7.2507 7.7292  0.56
H46 4.8173 11.2200 7.8550  -1.59
H47 4.8441 11.4165 4.7720  -2.26
C22 6.5517 12.6814 9.6344  -0.76
C23 6.4876 11.4215 11.7166  -0.96
H48 10.4760 7.1871 5.6080  0.54
C24 6.9162 11.4619 4.7901  -1.26
N3 -0.1558 10.1072 3.8669  0.43
N4 8.5554 7.9345 5.4013  0.31
H49 7.5431 13.0714 9.8604  0.37
C25 4.9980 4.9407 4.1617  0.57
C26 3.0529 4.0185 2.2601  -0.69
C27 3.5890 3.0149 3.2751  -0.82
H50 1.7631 10.1654 2.9880  0.33
H51 1.9582 7.8344 9.5564  0.35
C28 -1.1888 7.8113 4.5041  -0.70
H52 5.7551 12.0411 12.2357  0.38
H53 8.8734 10.7749 4.6319  0.28
H54 3.7704 8.1588 9.7133  0.43
H55 9.7675 9.7227 7.2942  0.19
H56 3.0748 7.9754 8.1857  -0.28
H57 2.5263 6.3393 6.9790  -0.03
H58 3.7224 3.9949 1.3980  0.47
H59 6.2730 12.6879 8.5980  0.22
C29 0.8327 10.7209 2.8901  -1.29
H60 4.1275 11.5953 10.4439  0.45
H61 4.3840 2.6379 8.7806  0.38
C30 2.6030 5.3734 10.2087  -0.79
H62 -0.0945 8.3556 2.7319  0.44
H63 -2.1842 7.0010 2.9910  0.36
H64 2.0443 3.7353 1.9686  0.48
H65 7.5060 7.0399 3.7657  0.19
H66 4.8387 6.5501 7.8909  -0.55
H67 5.1401 2.9245 4.7724  0.40
H68 2.3216 4.7014 7.7704  0.55
C31 2.9677 7.6238 9.2175  -0.70
H69 -1.6260 8.3483 5.3510  0.33
H70 6.0223 11.4405 4.1701  0.84
H71 1.5185 6.0848 1.3963  0.52
H72 5.1446 6.0961 9.6164  0.38
H73 0.3818 11.5835 5.1631  0.70
H74 3.2870 8.7615 4.0853  -0.60
C32 2.2549 5.7803 7.8743  -0.89
C33 3.5515 9.0465 5.1207  1.70
H75 8.2906 10.6632 10.2257  0.59
H76 6.6047 11.6469 5.8202  -0.44
C34 0.1472 10.5254 5.2458  -1.01
H77 5.1227 12.7982 7.1084  0.35
N5 3.0821 5.4571 2.7365  0.41
H78 2.5416 4.3053 10.0414  0.36
H79 7.3525 8.0393 7.9573  -1.09
H80 4.4866 5.1381 5.1095  -0.82
H81 4.6722 10.0806 10.7726  0.54
H82 5.8915 4.3280 7.9200  0.46
H83 6.9242 6.8122 5.9683  -0.32
H84 8.4905 5.8865 6.1473  0.45
H85 7.0649 9.3261 9.9812  0.28
H86 2.4403 5.0227 4.7406  0.30
H87 7.4601 11.8755 11.8931  0.43
C35 4.8285 4.4539 8.1761  -0.69
H88 -1.4791 11.6719 3.1600  0.37
H89 7.4036 10.5855 8.7069  0.10
H90 5.0697 5.7213 2.1272  0.42
H91 4.3270 4.2291 7.2286  0.23
H92 6.0085 5.2331 4.4560  0.35
C36 4.5202 10.4628 8.5748  1.26
C37 7.8924 10.3060 4.5266  -0.83
O5 -2.3164 7.6855 3.6580  -0.51